Record 1
Below is a molecular structure, C31H28Br26F3NO4S at a distorted geometry, with properties calculated with ωB97M-V/def2-TZVPD.

Electronic energy in Ha: -69174.95685
Multiplicity: 1

Cartesian coordinates (Å):
1 O 0.4583 -0.6544 3.1868
2 C 0.1304 -1.6237 2.3085
3 O 0.2904 -3.0369 2.7829
4 C -0.4520 -1.2816 0.7805
5 C 0.7371 -1.6908 -0.2795
6 C 0.4535 -1.2384 -1.8295
7 C 1.4184 -0.2132 -2.7180
8 C 2.7863 0.4293 -2.0586
9 C 2.5308 1.3849 -0.7511
10 C 1.9050 2.8641 -1.0822
11 F 0.4021 2.7091 -1.0726
12 Br 2.6093 3.7326 -2.7414
13 C 2.2168 3.9350 0.1637
14 F 1.2203 3.8580 1.2606
15 F 3.6089 3.8607 0.6640
16 Br 2.0253 5.7987 -0.6432
17 C 1.0244 0.1380 -4.3051
18 S 2.0664 1.2893 -5.3981
19 C -0.3195 -0.5155 -5.0566
20 C -1.2328 -1.5173 -4.1352
21 C -0.8703 -1.8563 -2.5729
22 C -2.0671 -2.8556 -2.0670
23 O -2.1081 -3.8238 -1.1437
24 N -3.2061 -2.4249 -3.0151
25 C -4.5126 -3.1740 -2.8731
26 C -5.4083 -2.5975 -1.6149
27 C -5.7226 -0.9704 -1.7224
28 C -4.6263 0.1991 -1.2825
29 C -4.9406 1.8135 -1.3481
30 C -6.4298 2.3531 -1.8827
31 C -7.5512 1.2403 -2.3222
32 C -7.1937 -0.3836 -2.2503
33 C -2.6022 -2.3671 -4.4341
34 O -3.0617 -2.9123 -5.5752
35 H -0.3724 -3.2162 3.5383
36 H -0.7286 -0.1531 0.6362
37 H -1.3524 -2.0097 0.5744
38 H 1.8038 -1.3066 0.0096
39 H 0.8116 -2.8820 -0.2908
40 H 3.4751 0.9269 -2.8946
41 H 3.4212 -0.5031 -1.6681
42 H 3.5732 1.4389 -0.1721
43 H 1.7858 0.8765 0.0302
44 H 1.1691 1.8256 -6.3724
45 H -0.6070 -0.3127 -6.1742
46 H -5.1722 -3.0185 -3.8486
47 H -4.3810 -4.3512 -2.7574
48 H -4.9944 -2.9107 -0.5512
49 H -6.4738 -3.1247 -1.7073
50 H -3.5664 -0.1439 -0.8636
51 H -4.1468 2.6398 -1.0215
52 H -6.6568 3.5248 -1.8951
53 H -8.6000 1.6541 -2.6819
54 H -8.0542 -1.1171 -2.5695
55 C -9.1556 -3.6510 -4.5740
56 Br -7.3244 -3.9197 -5.1729
57 Br -10.1326 -5.3291 -4.4570
58 Br -9.2326 -2.6509 -2.9073
59 H -9.6550 -3.0427 -5.3353
60 C -6.7102 -3.8138 2.2023
61 Br -7.7584 -3.6667 0.5702
62 Br -4.9862 -2.9277 2.0377
63 Br -7.6993 -3.1896 3.7566
64 H -6.5087 -4.8787 2.3580
65 C 6.6599 3.6495 2.5146
66 Br 7.4530 2.2496 1.4213
67 Br 6.3034 3.0382 4.3266
68 Br 7.7282 5.2750 2.4961
69 H 5.6928 3.8973 2.0647
70 C 11.9864 5.9593 3.7169
71 Br 11.4877 7.6964 4.4367
72 Br 11.0586 4.5079 4.6206
73 Br 11.7491 5.8800 1.7878
74 H 13.0554 5.8268 3.9133
75 C 13.2599 8.2151 8.4572
76 Br 14.0530 6.8153 7.3639
77 Br 12.9034 7.6039 10.2692
78 Br 14.3282 9.8407 8.4387
79 H 12.2928 8.4629 8.0073
80 C 3.6599 -4.4646 3.9534
81 Br 4.4530 -5.8645 2.8601
82 Br 3.3034 -5.0759 5.7654
83 Br 4.7282 -2.8390 3.9349
84 H 2.6928 -4.2168 3.5035
85 C -13.7401 -3.7825 -5.6109
86 Br -12.9470 -5.1823 -6.7042
87 Br -14.0966 -4.3937 -3.7989
88 Br -12.6718 -2.1569 -5.6294
89 H -14.7072 -3.5347 -6.0608
90 C 8.7373 0.3392 6.1518
91 Br 10.5684 0.0705 5.5528
92 Br 7.7603 -1.3389 6.2688
93 Br 8.6602 1.3394 7.8184
94 H 8.2379 0.9475 5.3904

Charge distribution, Mulliken scheme, values in e: O -0.5345; C 0.2637; O -0.4776; C 0.0533; C -0.8959; C 0.6264; C 0.0745; C -0.8043; C -0.3682; C 0.2469; F -0.3017; Br 0.0070; C 0.4603; F -0.2080; F -0.1708; Br -0.1402; C 0.1311; S -0.2513; C -0.6763; C -0.1020; C 0.0517; C 0.2270; O -0.6201; N 0.3007; C -0.4496; C 0.5627; C 0.6509; C -0.0913; C -0.4214; C -0.3648; C -0.4603; C 0.1699; C 0.2940; O -0.5644; H 0.3497; H 0.3117; H 0.1674; H 0.3455; H 0.4770; H 0.4272; H 0.3057; H 0.2819; H 0.1426; H 0.1903; H 0.2804; H -0.0701; H 0.3258; H -0.2739; H -0.1275; H 0.0942; H 0.2704; H 0.2483; H 0.2700; H -0.2467; C -0.2604; Br 0.0104; Br -0.0131; Br -0.0824; H 0.2667; C -0.4113; Br 0.0598; Br 0.0214; Br -0.0328; H 0.4109; C 0.1585; Br -0.0225; Br -0.0080; Br 0.0170; H -0.1050; C -0.3499; Br -0.0016; Br 0.0720; Br -0.0324; H 0.3201; C -0.2783; Br 0.0040; Br -0.0051; Br -0.0122; H 0.2885; C 0.0473; Br -0.0157; Br -0.0235; Br 0.0419; H -0.0338; C -0.3339; Br -0.0084; Br 0.0089; Br -0.0136; H 0.3439; C 0.0836; Br -0.0139; Br -0.0231; Br -0.0041; H -0.0573

Record 2
Below is a gas-phase ion, C31H28F4N (charge +1) at a distorted geometry, with properties calculated with ωB97M-V/def2-TZVPD.

Net charge: +1
Multiplicity: 1
Relative energy (zero: lowest compared OMol25 entry of this formula, charge and spin) in kcal/mol: 0.0

Cartesian coordinates (Å):
1 F 3.2620 -1.9702 -5.2135
2 C 3.4589 -1.3166 -4.0106
3 C 4.7485 -1.1502 -3.5425
4 C 4.8462 -0.6043 -2.2565
5 F 6.1142 -0.3679 -1.7655
6 C 3.7283 -0.3099 -1.4553
7 C 2.4338 -0.5123 -1.9695
8 C 1.1801 -0.0796 -1.1237
9 C 0.5024 1.0924 -1.8672
10 C 0.4695 2.3702 -1.2674
11 C -0.6031 3.2114 -1.5927
12 F -0.9114 4.2274 -0.7109
13 C -1.4134 2.9653 -2.7090
14 C -1.1148 1.8260 -3.4607
15 F -1.7149 1.6224 -4.6913
16 C -0.2090 0.8466 -3.0308
17 C 2.3205 -0.9274 -3.3057
18 H 5.6005 -1.4138 -4.1700
19 H 3.8849 0.1436 -0.4727
20 H 1.6174 0.2491 -0.1598
21 H 1.1810 2.6024 -0.4685
22 H -2.1709 3.6834 -3.0074
23 H -0.0502 -0.0448 -3.6223
24 H 1.4211 -0.9731 -3.8894
25 C -2.0212 2.9894 5.4922
26 C -1.2251 1.8803 5.7665
27 C -0.6337 1.1049 4.7262
28 C 0.2643 0.0370 4.9980
29 C 0.9334 -0.5967 3.9640
30 C 0.6445 -0.2679 2.6233
31 C -0.3557 0.6488 2.3288
32 C -0.7777 0.8189 0.8748
33 C -0.9525 -0.4694 0.0557
34 C -2.2072 -0.6588 -0.7470
35 C -2.2313 -2.1804 -0.9752
36 C -1.3502 -2.3465 -2.1936
37 C 0.0352 -2.0995 -1.7112
38 N 0.2045 -0.9640 -0.8055
39 C -0.3485 -2.9665 0.7697
40 C -1.6819 -3.1304 0.2186
41 C -0.9179 1.4530 3.3664
42 C -1.7232 2.5945 3.1119
43 C -2.2737 3.3498 4.1420
44 H -2.4420 3.6053 6.2949
45 H -1.0084 1.5924 6.8075
46 H 0.4494 -0.2460 6.0438
47 H 1.6689 -1.3586 4.1573
48 H 1.1953 -0.7621 1.8287
49 H -1.7106 1.3953 0.7904
50 H -0.0048 1.4619 0.4679
51 H -1.1026 -1.1935 0.8784
52 H -3.1255 -0.3359 -0.2545
53 H -2.1152 -0.0695 -1.6604
54 H -3.2492 -2.5385 -1.1913
55 H -1.3986 -3.3542 -2.6027
56 H -1.5984 -1.6442 -2.9945
57 H 0.4440 -2.9940 -1.2214
58 H 0.6200 -1.9271 -2.5969
59 H 0.4950 -3.5340 0.4496
60 H -0.2087 -2.4386 1.7137
61 H -2.3957 -2.9823 1.0562
62 H -1.6933 -4.1678 -0.1838
63 H -1.9035 2.9116 2.0821
64 H -2.8799 4.2132 3.8928

Charge distribution, Mulliken scheme, values in e: F -0.3090; C -0.2803; C -0.7498; C 0.1543; F -0.3159; C -0.9578; C -0.0250; C 0.1692; C 0.6504; C -0.3769; C 0.3543; F -0.3537; C -1.0661; C 0.2971; F -0.3464; C -0.7422; C -0.0853; H 0.4949; H 0.5292; H 0.3876; H 0.7018; H 0.5248; H 0.1624; H 0.5156; C -0.5843; C -0.7896; C 0.7229; C -0.9000; C -1.1905; C -0.7688; C 1.2377; C -0.8950; C 0.6091; C -1.1967; C 0.2367; C -1.3624; C -0.7363; N 1.4770; C -0.2683; C -0.6352; C 0.4975; C -0.4399; C -0.7916; H 0.3775; H 0.3460; H 0.3753; H 0.4534; H 0.7350; H 0.3567; H -0.7827; H 0.2492; H 0.3095; H 0.2926; H 0.4713; H 0.4593; H 0.3490; H 0.7209; H 0.3310; H 0.4088; H 0.3932; H 0.3292; H 0.4429; H 0.3901; H 0.4363

Record 3
Below is a molecular structure, C31H28IrN6O5S at a distorted geometry, with properties calculated with ωB97M-V/def2-TZVPD.

Multiplicity: 2
Relative energy (zero: lowest compared OMol25 entry of this formula, charge and spin) in kcal/mol: 117.8

Cartesian coordinates (Å):
1 Ir 0.0451 0.2028 -1.5174
2 O 1.8990 0.0218 -2.4320
3 C 2.7223 1.0057 -2.5495
4 C 4.1027 0.7365 -2.6984
5 C 5.0380 1.7369 -2.7672
6 C 4.6477 3.0795 -2.6807
7 C 3.3189 3.3935 -2.5921
8 C 2.3176 2.3954 -2.5465
9 C 0.9781 2.8067 -2.5024
10 N -0.0762 2.0042 -2.3577
11 N -1.2679 2.5758 -2.3484
12 C -2.1962 1.9464 -1.6464
13 O -1.8747 1.0310 -0.8029
14 C -3.5828 2.3566 -1.8509
15 C -3.8806 3.4125 -2.7161
16 C -5.1916 3.7403 -2.9891
17 C -6.2245 3.0226 -2.4036
18 C -5.9369 1.9769 -1.5391
19 C -4.6259 1.6444 -1.2584
20 H 4.4144 -0.2936 -2.7645
21 H 6.0814 1.4850 -2.8832
22 H 5.3971 3.8564 -2.6974
23 H 2.9954 4.4248 -2.5559
24 H 0.7749 3.8733 -2.5670
25 H -3.0625 3.9467 -3.1707
26 H -5.4141 4.5512 -3.6678
27 H -7.2503 3.2780 -2.6258
28 H -6.7421 1.4133 -1.0911
29 H -4.3861 0.8201 -0.6035
30 C 1.8112 0.6392 2.9302
31 C 2.1687 1.0197 1.4817
32 C 2.9213 2.3587 1.4640
33 O 0.9895 1.1079 0.6949
34 C 3.0924 -0.0195 0.8979
35 O 4.2838 -0.1389 1.0513
36 O 2.4024 -0.9688 -0.0240
37 H 1.1811 1.4108 3.3703
38 H 2.7187 0.5504 3.5180
39 H 1.2776 -0.3068 2.9583
40 H 2.3289 3.1238 1.9637
41 H 3.1125 2.6629 0.4367
42 H 3.8735 2.2446 1.9734
43 H 0.3564 1.6898 1.1344
44 S -1.8025 -1.4792 -2.4590
45 C -1.8415 -2.3126 -0.9183
46 N -2.9073 -3.0639 -0.7387
47 N -3.2292 -3.6369 0.4108
48 C -3.0363 -3.3255 1.7394
49 C -3.5089 -4.2617 2.6735
50 C -3.4612 -3.9969 4.0246
51 C -2.9384 -2.7956 4.4819
52 C -2.4509 -1.8747 3.5680
53 C -2.4977 -2.1216 2.2101
54 N -0.8389 -2.2929 -0.0581
55 N 0.1934 -1.4987 -0.3185
56 C 1.2547 -1.6868 0.4599
57 C 1.3782 -2.4472 1.6062
58 C 2.5803 -2.9296 2.1399
59 C 3.7511 -3.1245 1.4504
60 C 3.9182 -2.8500 0.0721
61 C 3.2224 -1.9429 -0.6367
62 H -3.8754 -4.4036 0.2519
63 H -3.9198 -5.1972 2.3174
64 H -3.8367 -4.7291 4.7252
65 H -2.9256 -2.5774 5.5389
66 H -2.0354 -0.9432 3.9212
67 H -2.1352 -1.3787 1.5213
68 H 0.4481 -2.7161 2.0843
69 H 2.5327 -3.3093 3.1501
70 H 4.5559 -3.6477 1.9419
71 H 4.6381 -3.4422 -0.4776
72 H 3.2297 -1.8328 -1.7073

Charge distribution, Mulliken scheme, values in e: Ir 0.7784; O -1.0878; C 0.8345; C -0.2278; C -0.6091; C -0.7136; C -0.8006; C 0.7582; C -0.5104; N 0.5681; N -0.8828; C 0.4804; O -0.7264; C 0.3329; C -0.2966; C -0.6402; C -0.3560; C -0.6752; C -0.4028; H 0.3450; H 0.4138; H 0.4101; H 0.3735; H 0.3853; H 0.4329; H 0.3806; H 0.3814; H 0.3966; H 0.4318; C -1.5645; C 1.3646; C -1.5790; O -0.0391; C -0.5156; O -0.4616; O 1.9854; H 0.5220; H 0.3705; H 0.1929; H 0.4477; H 0.2753; H 0.3901; H 0.1969; S -0.2310; C 0.6878; N -1.1247; N 0.2980; C 0.6863; C -0.5981; C -0.6019; C -0.5499; C -0.6977; C 0.0996; N -0.9634; N 0.3174; C 0.3340; C -0.9495; C -0.6322; C -0.7848; C -0.7888; C -0.7699; H 0.2382; H 0.3332; H 0.3657; H 0.3945; H 0.4194; H 0.5152; H 0.5339; H 0.4631; H 0.4279; H 0.4470; H 0.7707

Record 4
Below is a molecular structure, C31H28MoN7OS2, with properties calculated with ωB97M-V/def2-TZVPD.

Net charge: +3
Multiplicity: 3
Relative energy (zero: lowest compared OMol25 entry of this formula, charge and spin) in kcal/mol: 5.3

Cartesian coordinates (Å):
1 Mo -0.6975 0.2745 -0.7347
2 N -4.7958 -0.0560 -0.1598
3 C -3.5928 0.4702 -0.3651
4 S -2.7099 -0.0564 -1.8465
5 N -3.0758 1.3246 0.4733
6 N -1.8188 1.7346 0.0763
7 C -1.5389 3.0109 -0.0953
8 C -2.4010 4.0979 0.2936
9 C -3.1067 4.0519 1.5094
10 C -3.9038 5.1143 1.8773
11 C -4.0496 6.2059 1.0243
12 C -3.3793 6.2476 -0.1941
13 C -2.5418 5.2128 -0.5530
14 C -0.2738 3.2220 -0.8323
15 C 0.3861 4.4254 -0.9156
16 C 1.5299 4.5155 -1.7114
17 C 1.9733 3.3965 -2.3883
18 C 1.2864 2.2039 -2.2206
19 N 0.1952 2.1131 -1.4595
20 H -5.2484 -0.6168 -0.8618
21 H -5.3452 0.2623 0.6254
22 H -3.0019 3.2004 2.1669
23 H -4.4223 5.0965 2.8266
24 H -4.6909 7.0291 1.3117
25 H -3.5132 7.0898 -0.8594
26 H -2.0420 5.2409 -1.5137
27 H 0.0180 5.2838 -0.3730
28 H 2.0582 5.4574 -1.7979
29 H 2.8444 3.4296 -3.0280
30 H 1.6227 1.2960 -2.7051
31 N -0.5658 -1.5594 0.0420
32 S -0.8200 -2.9758 -0.8239
33 C -1.1884 -4.1846 0.3977
34 C -0.4490 -4.3039 1.5742
35 C -0.8159 -5.2767 2.4844
36 C -1.8943 -6.1177 2.2117
37 C -2.6172 -5.9891 1.0346
38 C -2.2732 -5.0078 0.1157
39 C 0.8017 -3.3435 -1.4595
40 C 1.5830 -4.4021 -1.0254
41 C 2.8340 -4.5817 -1.6069
42 C 3.2781 -3.7242 -2.6000
43 C 2.4697 -2.6836 -3.0493
44 C 1.2210 -2.4995 -2.4878
45 H -0.0564 -1.7509 0.8989
46 H 0.4096 -3.6714 1.7718
47 H -0.2578 -5.3924 3.4042
48 H -2.1689 -6.8812 2.9286
49 H -3.4509 -6.6473 0.8300
50 H -2.8316 -4.8928 -0.8058
51 H 1.2332 -5.0877 -0.2665
52 H 3.4564 -5.4044 -1.2812
53 H 4.2529 -3.8751 -3.0462
54 H 2.8075 -2.0421 -3.8528
55 H 0.5589 -1.7352 -2.8789
56 N 5.6938 -0.7344 1.1392
57 C 4.5204 -0.8033 0.4935
58 O 4.3218 -1.4795 -0.4982
59 C 3.3610 0.0149 1.0418
60 C 3.3566 0.8454 2.1546
61 C 2.1812 1.5014 2.5068
62 C 1.0521 1.3204 1.7395
63 N 1.0503 0.5198 0.6541
64 C 2.1839 -0.1185 0.3309
65 H 6.4648 -1.2774 0.7808
66 H 5.8511 -0.1914 1.9684
67 H 4.2407 0.9926 2.7623
68 H 2.1405 2.1434 3.3762
69 H 0.1202 1.8054 1.9958
70 H 2.1803 -0.7873 -0.5250

Charge distribution, Mulliken scheme, values in e: Mo 0.3353; N -0.3795; C 0.6842; S -0.2528; N -1.2186; N 0.8418; C 0.4382; C 0.3839; C -0.1662; C -0.8876; C -0.3883; C -0.9913; C -0.3280; C 0.7044; C -0.6178; C -0.6240; C -0.8943; C -0.1508; N 0.0768; H 0.2356; H 0.2559; H 0.4323; H 0.4426; H 0.4474; H 0.4399; H 0.6249; H 0.7245; H 0.5096; H 0.4805; H 0.5383; N -0.1118; S 0.1829; C 0.8830; C -0.1285; C -0.8354; C -0.4822; C -0.6771; C -0.5696; C 0.8800; C -0.4323; C -0.7236; C -0.6932; C -0.5691; C -0.6580; H 0.1839; H 0.3772; H 0.4190; H 0.4334; H 0.4262; H 0.4436; H 0.5383; H 0.4628; H 0.4645; H 0.4576; H 0.6045; N -0.3079; C 0.2166; O -0.5327; C 0.3050; C -0.3120; C -1.1092; C -0.9435; N 0.6431; C 0.0867; H 0.2776; H 0.1289; H 0.3857; H 0.5168; H 0.5903; H 0.4817